This record from OMol25 describes a structure of composition C11H12Cl2Ho in a non-equilibrium geometry. The level of theory is wB97M-V/def2-TZVPD.

Each line ends with the natural charge from an NBO analysis.
Atoms and positions in Å:
C: 1.717 2.195 1.087  -0.286
C: 0.340 2.568 0.884  -0.321
C: -0.038 2.128 -0.431  -0.391
H: -0.223 3.242 1.509  0.212
C: 1.099 1.505 -1.036  -0.391
C: 2.181 1.548 -0.107  -0.307
H: 3.226 1.303 -0.335  0.228
H: 2.357 2.518 1.890  0.214
H: -0.970 2.338 -0.947  0.224
H: 1.172 1.093 -2.011  0.233
Ho: 0.262 -0.329 0.464  1.362
Cl: 2.298 -0.920 1.842  -0.584
C: -1.147 -2.236 0.739  -0.436
C: -1.466 -1.846 -0.612  -0.307
C: -2.315 -0.713 -0.579  -0.329
H: -1.171 -2.304 -1.544  0.245
C: -2.566 -0.396 0.788  -0.294
C: -1.811 -1.297 1.607  -0.374
H: -1.800 -1.358 2.697  0.232
H: -0.572 -3.097 1.091  0.257
H: -2.745 -0.250 -1.477  0.220
H: -3.305 0.332 1.138  0.216
Cl: 1.191 -2.929 -1.893  -0.093
C: 1.214 -1.312 -1.401  -0.941
H: 0.821 -0.699 -2.215  0.191
H: 2.251 -1.084 -1.146  0.220

Computed properties:
Spin multiplicity ... 5
E_tot ... -62446.9533 eV
Charge ... -1



This record from OMol25 describes a structure of composition C55H44Cl5MnN8O3S2Si. The level of theory is wB97M-V/def2-TZVPD.

Each line ends with the Mulliken spin population.
Atoms and positions in Å:
Mn: 0.900 -1.115 1.057  4.412
C: 7.426 2.397 0.260  -0.001
C: 5.964 2.256 -0.045  -0.001
C: 5.010 2.491 0.952  -0.002
C: 3.662 2.360 0.694  0.000
C: 3.255 1.986 -0.584  0.006
C: 4.176 1.741 -1.590  0.002
C: 5.529 1.875 -1.311  0.001
S: 1.543 1.850 -1.001  -0.001
O: 0.971 0.676 -0.213  -0.013
C: 0.998 3.392 -0.237  0.003
C: 1.852 4.490 -0.535  0.000
C: 1.582 5.724 -0.040  0.000
C: 0.466 5.933 0.809  0.000
C: 0.207 7.201 1.377  0.000
C: -0.885 7.397 2.172  0.000
C: -1.767 6.328 2.428  0.000
C: -1.546 5.094 1.883  0.000
C: -0.415 4.857 1.061  -0.002
C: -0.159 3.568 0.470  -0.001
C: -1.330 2.635 0.498  -0.004
C: -2.343 2.888 -0.487  -0.002
C: -2.137 3.779 -1.573  0.000
C: -3.150 4.064 -2.443  0.000
C: -4.428 3.491 -2.271  0.000
C: -4.654 2.622 -1.243  0.000
C: -3.617 2.289 -0.338  0.000
C: -3.839 1.376 0.726  0.000
C: -2.854 1.097 1.620  -0.006
C: -1.606 1.756 1.511  0.021
S: -0.317 1.501 2.708  0.008
O: 0.187 0.093 2.386  0.024
C: -1.218 1.341 4.216  0.003
C: -1.313 2.475 5.008  -0.001
C: -2.041 2.410 6.186  0.000
C: -2.662 1.229 6.582  0.000
C: -3.474 1.169 7.843  0.000
C: -2.524 0.097 5.774  0.000
C: -1.806 0.142 4.595  0.001
H: 7.608 3.252 0.909  0.000
H: 8.013 2.518 -0.648  0.000
H: 7.794 1.509 0.779  0.000
H: 5.338 2.782 1.942  0.000
H: 2.932 2.565 1.468  0.002
H: 3.844 1.463 -2.584  0.000
H: 6.255 1.689 -2.093  0.000
H: 2.727 4.342 -1.152  0.000
H: 2.229 6.559 -0.278  0.000
H: 0.892 8.013 1.169  0.000
H: -1.080 8.370 2.602  0.000
H: -2.632 6.489 3.058  0.000
H: -2.246 4.295 2.088  0.000
H: -1.171 4.247 -1.709  0.000
H: -2.977 4.748 -3.263  0.000
H: -5.228 3.748 -2.953  0.000
H: -5.631 2.176 -1.100  0.000
H: -4.813 0.913 0.831  0.000
H: -3.045 0.410 2.431  -0.001
H: -0.827 3.398 4.714  -0.001
H: -2.115 3.289 6.814  0.000
H: -3.207 1.972 8.528  0.000
H: -3.344 0.216 8.354  0.000
H: -4.535 1.273 7.607  0.000
H: -2.984 -0.835 6.083  0.000
H: -1.680 -0.744 3.985  -0.002
C: -3.686 -0.895 -2.201  -0.001
N: -2.763 -1.285 -1.136  0.000
C: -1.508 -0.911 -0.930  0.034
N: -1.030 -1.544 0.140  -0.022
C: -2.088 -2.302 0.555  0.015
N: -3.148 -2.171 -0.195  0.002
C: -3.177 -1.200 -3.588  0.000
C: -3.511 -0.346 -4.633  0.000
C: -3.149 -0.657 -5.936  0.000
C: -2.431 -1.809 -6.205  0.000
C: -2.075 -2.652 -5.157  0.000
C: -2.453 -2.353 -3.852  0.000
C: -1.295 -3.857 -5.427  0.000
N: -1.170 -4.514 -6.524  0.000
N: -0.296 -5.559 -6.258  0.000
C: 0.036 -5.448 -5.020  0.000
O: -0.564 -4.391 -4.416  0.000
C: 0.987 -6.240 -4.247  0.000
C: 1.484 -7.434 -4.753  0.000
C: 2.439 -8.131 -4.030  0.000
C: 2.909 -7.633 -2.825  0.000
C: 2.406 -6.440 -2.317  0.000
C: 2.957 -5.914 -1.012  0.000
N: 2.627 -4.511 -0.782  -0.003
C: 1.816 -3.989 0.120  0.009
N: 1.812 -2.663 -0.012  0.012
C: 2.651 -2.446 -1.074  0.020
N: 3.162 -3.542 -1.557  0.000
C: 1.437 -5.753 -3.023  0.000
H: -3.898 0.168 -2.108  0.000
H: -4.602 -1.445 -1.988  0.000
H: -0.967 -0.216 -1.549  0.003
H: -2.062 -2.960 1.406  -0.001
H: -4.073 0.558 -4.429  0.000
H: -3.423 0.008 -6.744  0.000
H: -2.136 -2.064 -7.214  0.000
H: -2.196 -3.039 -3.054  0.000
H: 1.130 -7.794 -5.710  0.000
H: 2.834 -9.061 -4.417  0.000
H: 3.676 -8.172 -2.282  0.000
H: 4.044 -5.988 -1.009  0.000
H: 2.575 -6.473 -0.157  0.000
H: 1.288 -4.561 0.863  -0.001
H: 2.880 -1.469 -1.464  -0.001
H: 1.043 -4.813 -2.660  0.002
Cl: 3.545 -2.932 2.995  -0.033
Si: 3.111 -1.094 2.177  -0.429
Cl: 4.627 -0.767 0.842  -0.033
Cl: 3.276 0.297 3.664  -0.036
Cl: 0.077 -3.317 2.925  0.016
C: 0.647 -3.567 4.619  0.002
Cl: 1.173 -2.088 5.383  0.001
H: 1.482 -4.253 4.560  0.000
H: -0.194 -3.985 5.158  0.001

Computed properties:
Spin multiplicity ... 5
Energy relative to the best compared isomer or geometry (same formula, charge and spin) ... 0.289 eV
E_tot ... -199286.6942 eV
Charge ... +2



This record from OMol25 describes an isolated molecule of C5H8N2. The level of theory is wB97M-V/def2-TZVPD.

Each line ends with the natural charge from an NBO analysis.
Atoms and positions in Å:
C: -0.608 2.466 0.637  -0.630
C: -0.026 1.115 0.353  0.095
C: -0.675 -0.087 0.240  -0.119
N: 0.276 -1.002 -0.144  -0.346
C: 0.030 -2.344 -0.626  -0.400
C: 1.443 -0.319 -0.227  0.173
N: 1.311 0.950 0.069  -0.460
H: -0.163 2.927 1.525  0.221
H: -0.419 3.140 -0.206  0.222
H: -1.692 2.404 0.778  0.211
H: -1.701 -0.377 0.402  0.212
H: -1.040 -2.546 -0.574  0.216
H: 0.343 -2.431 -1.670  0.208
H: 0.564 -3.085 -0.029  0.208
H: 2.358 -0.811 -0.527  0.190

Computed properties:
Energy relative to the best compared isomer or geometry (same formula, charge and spin) ... 0.099 eV
SMILES ... Cc1cn(C)cn1
E_tot ... -8294.8975 eV



This record from OMol25 describes a structure of composition C27H44LuN3P3Se in a non-equilibrium geometry. The level of theory is wB97M-V/def2-TZVPD.

Each line ends with the Mulliken charge.
Atoms and positions in Å:
Lu: 0.008 -0.037 -0.150  0.647
P: 0.595 -2.172 0.962  1.136
P: 2.308 0.333 -0.983  0.972
P: -2.418 -0.496 -0.175  0.872
H: -1.205 4.312 -8.812  0.272
C: -2.172 4.661 -8.440  -0.566
C: -2.318 5.892 -7.917  -0.436
H: -1.474 6.584 -7.843  0.245
C: 0.773 -3.605 -0.096  -1.409
C: 2.154 -2.076 1.853  -0.871
C: -0.539 -2.739 2.227  -1.232
C: 2.330 1.673 -2.189  -1.220
C: 3.619 0.773 0.141  -1.328
C: 3.064 -1.045 -1.873  -1.400
C: -3.277 0.696 -1.214  -1.127
C: -3.302 -0.462 1.374  -1.355
C: -2.938 -2.085 -0.845  -1.305
H: -3.020 3.974 -8.523  0.259
H: -3.288 6.247 -7.554  0.245
H: 1.127 -4.434 0.526  0.534
H: 1.481 -3.421 -0.911  0.331
H: -0.192 -3.863 -0.546  0.327
H: 2.236 -2.974 2.474  0.554
H: 2.187 -1.189 2.512  -0.007
H: 3.004 -2.006 1.180  0.480
H: -0.104 -3.645 2.659  0.556
H: -1.527 -2.964 1.822  0.448
H: -0.669 -1.995 3.025  0.342
H: 3.367 2.010 -2.286  0.496
H: 1.697 2.507 -1.860  0.401
H: 1.955 1.318 -3.155  0.333
H: 4.551 0.404 -0.299  0.493
H: 3.494 0.331 1.137  0.186
H: 3.684 1.863 0.249  0.476
H: 4.090 -0.740 -2.092  0.583
H: 2.521 -1.246 -2.809  0.376
H: 3.080 -1.958 -1.267  0.295
H: -4.350 0.582 -1.024  0.493
H: -3.056 0.502 -2.270  0.332
H: -2.962 1.722 -0.984  0.374
H: -4.338 -0.739 1.149  0.560
H: -3.291 0.529 1.845  0.381
H: -2.886 -1.186 2.086  0.308
H: -3.987 -2.207 -0.562  0.517
H: -2.353 -2.919 -0.442  0.306
H: -2.832 -2.084 -1.938  0.394
C: -0.676 -0.062 -3.898  0.816
C: -0.668 1.342 -3.799  -0.124
C: -1.055 2.140 -4.865  -1.021
C: -1.464 1.561 -6.072  -0.198
C: -1.479 0.164 -6.189  -0.839
C: -1.092 -0.635 -5.122  -0.554
Se: -0.165 -1.282 -2.551  0.256
H: -0.373 1.429 -0.999  -0.075
H: -0.352 1.796 -2.862  0.297
H: -1.040 3.227 -4.764  0.476
H: -1.769 2.188 -6.912  0.340
H: -1.794 -0.302 -7.120  0.439
H: -1.103 -1.720 -5.212  0.466
N: 2.430 -2.136 10.219  -0.303
C: 2.165 -1.764 9.201  -0.190
C: 1.758 -1.258 7.882  0.455
C: 2.684 -1.044 6.852  -0.869
C: 2.251 -0.424 5.678  0.012
C: 0.949 0.061 5.587  -0.032
C: -0.004 -0.314 6.519  -0.157
C: 0.412 -0.951 7.682  -0.798
N: 0.450 0.667 4.341  0.099
C: -0.188 1.836 3.854  -0.724
C: -0.332 1.718 2.537  -0.776
N: 0.165 0.424 2.138  -0.022
C: 0.513 -0.160 3.242  -1.289
H: 3.731 -1.351 6.983  0.463
H: 2.987 -0.308 4.874  0.450
H: -1.062 -0.116 6.327  0.472
H: -0.340 -1.187 8.437  0.450
H: -0.438 2.616 4.522  0.602
H: -0.735 2.338 1.747  0.608
H: 0.803 -1.121 3.583  0.999

Computed properties:
E_tot ... -159985.6634 eV
Charge ... +3



| no. | M (Da) |
| --- | --- |
| 1 | 380.053 |
| 2 | 1189.433 |
| 3 | 96.133 |
| 4 | 757.519 |